No. 1
Entry from the OMol25 dataset: a molecular structure, C49H41BeCl2NP3 (ωB97M-V/def2-TZVPD).

Element x y z (Å)
Be (0.53, -1.15, -0.03)
Cl (2.56, -0.40, -0.31)
C (3.17, -0.22, 1.28)
C (4.54, -0.17, 1.48)
C (5.02, 0.00, 2.77)
C (4.14, 0.12, 3.84)
C (2.77, 0.08, 3.62)
C (2.27, -0.09, 2.33)
P (0.50, -0.17, 1.94)
C (-0.17, -1.00, 3.41)
C (-0.15, -2.40, 3.40)
C (-0.60, -3.10, 4.50)
C (-1.08, -2.41, 5.61)
C (-1.11, -1.03, 5.61)
C (-0.66, -0.32, 4.51)
C (-0.05, 1.56, 2.16)
C (0.78, 2.59, 2.58)
C (0.27, 3.88, 2.70)
C (-1.06, 4.13, 2.41)
C (-1.90, 3.10, 2.02)
C (-1.39, 1.82, 1.89)
H (5.22, -0.26, 0.65)
H (6.08, 0.05, 2.94)
H (4.52, 0.26, 4.84)
H (2.09, 0.20, 4.45)
H (0.23, -2.92, 2.53)
H (-0.57, -4.18, 4.50)
H (-1.42, -2.96, 6.48)
H (-1.48, -0.49, 6.47)
H (-0.67, 0.77, 4.52)
H (1.82, 2.41, 2.80)
H (0.93, 4.68, 3.01)
H (-1.45, 5.13, 2.51)
H (-2.94, 3.29, 1.81)
H (-2.04, 1.00, 1.59)
N (-0.84, 1.38, -1.51)
P (-1.20, -0.24, -1.14)
C (-2.93, -0.12, -0.56)
C (-3.82, 0.68, -1.29)
C (-5.13, 0.81, -0.87)
C (-5.57, 0.14, 0.26)
C (-4.70, -0.68, 0.96)
C (-3.39, -0.81, 0.55)
C (-1.58, -1.01, -2.75)
C (-2.26, -2.22, -2.69)
C (-2.53, -2.92, -3.85)
C (-2.10, -2.42, -5.07)
C (-1.44, -1.20, -5.13)
C (-1.19, -0.48, -3.97)
P (0.70, 1.93, -0.89)
C (0.43, 3.74, -0.88)
C (1.41, 4.45, -0.19)
C (1.33, 5.82, -0.08)
C (0.27, 6.50, -0.65)
C (-0.70, 5.79, -1.34)
C (-0.62, 4.42, -1.47)
C (1.61, 1.75, -2.47)
C (1.63, 0.48, -3.04)
C (2.28, 0.25, -4.24)
C (2.94, 1.29, -4.87)
C (2.96, 2.55, -4.29)
C (2.30, 2.78, -3.09)
H (-1.60, 2.01, -1.23)
H (-3.49, 1.17, -2.19)
H (-5.81, 1.44, -1.43)
H (-6.59, 0.26, 0.59)
H (-5.05, -1.22, 1.82)
H (-2.70, -1.46, 1.09)
H (-2.58, -2.60, -1.73)
H (-3.05, -3.86, -3.80)
H (-2.28, -2.98, -5.97)
H (-1.12, -0.81, -6.08)
H (-0.68, 0.47, -4.02)
H (2.24, 3.91, 0.25)
H (2.11, 6.37, 0.44)
H (0.19, 7.57, -0.56)
H (-1.52, 6.32, -1.81)
H (-1.36, 3.90, -2.06)
H (1.11, -0.34, -2.56)
H (2.26, -0.73, -4.68)
H (3.43, 1.12, -5.81)
H (3.49, 3.35, -4.77)
H (2.31, 3.77, -2.65)
Cl (1.44, -8.58, 0.38)
C (1.25, -6.88, 0.10)
C (2.23, -6.19, -0.59)
C (2.06, -4.84, -0.84)
C (0.92, -4.17, -0.42)
C (0.66, -2.76, -0.86)
C (-0.04, -4.88, 0.29)
C (0.11, -6.23, 0.55)
H (3.11, -6.71, -0.95)
H (2.82, -4.31, -1.39)
H (-0.26, -2.84, -1.46)
H (1.42, -2.56, -1.63)
H (-0.93, -4.37, 0.63)
H (-0.65, -6.78, 1.08)

Calculated values
Charge: +1
LUMO level: -2.30 eV
HOMO: -9.98 eV
ΔE to the lowest compared entry with this formula, charge and spin: 1.383 eV

Here are the Löwdin charges for atoms 1 to 8, given in e: atom 1 (Be): -0.108, atom 2 (Cl): 0.905, atom 3 (C): -0.573, atom 4 (C): -0.071, atom 5 (C): -0.047, atom 6 (C): -0.051, atom 7 (C): -0.063, atom 8 (C): -0.355

---

No. 2
Entry from the OMol25 dataset: 11 unconnected molecules or ions with the total composition CH25O13 (ωB97M-V/def2-TZVPD).

Element x y z (Å)
O (-0.76, 2.32, 1.85)
H (-0.04, 2.96, 1.94)
H (-1.38, 2.64, 1.19)
H (-0.33, 1.52, 1.46)
O (0.05, 2.86, -1.94)
H (-0.71, 2.97, -1.36)
H (0.70, 3.55, -1.75)
H (0.51, 2.04, -1.67)
O (2.88, 1.99, 0.98)
H (2.31, 1.52, 0.34)
H (2.43, 2.79, 1.28)
H (3.81, 2.08, 0.75)
O (-2.42, -0.73, -2.27)
H (-3.16, -1.20, -1.87)
H (-1.55, -0.83, -1.84)
H (-2.67, 0.20, -2.31)
O (-2.34, -1.07, 1.32)
H (-2.66, -0.19, 1.10)
H (-1.41, -1.11, 1.01)
H (-2.90, -1.62, 0.75)
C (0.36, -0.10, -0.04)
O (0.20, -0.09, 1.20)
O (-0.27, -0.89, -0.77)
O (1.07, 0.77, -0.56)
O (2.36, -1.71, 2.61)
H (2.97, -1.67, 1.87)
H (1.65, -1.12, 2.37)
O (0.40, -2.90, -2.71)
H (-0.48, -3.27, -2.70)
H (0.34, -2.09, -2.21)
O (-0.44, -3.39, 0.43)
H (-1.25, -3.66, -0.01)
H (-0.20, -2.56, 0.01)
O (-0.58, -0.36, 3.84)
H (0.24, -0.15, 4.30)
H (-0.34, -0.33, 2.91)
O (1.54, 0.12, -3.31)
H (0.81, 0.51, -3.79)
H (1.28, 0.17, -2.39)

Calculated values
Charge: +3
LUMO level: -12.94 eV
HOMO: -18.70 eV
ΔE to the lowest compared entry with this formula, charge and spin: 5.749 eV

Here are the Löwdin charges for atoms 1 to 8, given in e: atom 1 (O): 0.350, atom 2 (H): 0.184, atom 3 (H): 0.175, atom 4 (H): 0.088, atom 5 (O): 0.353, atom 6 (H): 0.165, atom 7 (H): 0.200, atom 8 (H): 0.103

---

No. 3
Entry from the OMol25 dataset: a gas-phase ion, C4H2ClF2O2 (charge -1) (ωB97M-V/def2-TZVPD).

Element x y z (Å)
C (0.05, 1.02, 1.46)
C (-0.64, -1.04, -0.29)
C (0.48, -0.14, 0.26)
C (0.07, 0.01, -1.21)
O (0.60, 2.07, 1.34)
O (-0.76, 0.58, 2.21)
F (-0.64, 1.14, -1.59)
F (0.97, -0.19, -2.23)
Cl (2.11, -0.79, 0.48)
H (-0.63, -2.05, -0.40)
H (-1.61, -0.61, -0.02)

Calculated values
Charge: -1
LUMO level: 3.62 eV
HOMO: -4.51 eV
ΔE to the lowest compared entry with this formula, charge and spin: 0.426 eV
SMILES: O=C([O-])[C@@]1(Cl)CC1(F)F

Here are the Löwdin charges for atoms 1 to 8, given in e: atom 1 (C): -0.794, atom 2 (C): -0.008, atom 3 (C): -0.604, atom 4 (C): -0.458, atom 5 (O): -0.006, atom 6 (O): 0.009, atom 7 (F): 0.044, atom 8 (F): 0.037

---

No. 4
Entry from the OMol25 dataset: 4 unconnected molecules or ions with the total composition C4H14NO3 (ωB97M-V/def2-TZVPD).

Element x y z (Å)
C (-0.92, -0.53, 1.69)
C (-0.59, 0.45, 0.60)
C (-1.24, 1.60, 0.43)
C (0.94, 0.57, -1.28)
N (0.30, -0.07, -0.39)
H (-0.64, -1.54, 1.41)
H (-0.35, -0.24, 2.58)
H (-1.97, -0.49, 1.96)
H (-1.03, 2.35, -0.31)
H (-1.88, 1.81, 1.28)
H (1.58, 0.08, -2.02)
H (1.01, 1.64, -1.42)
H (0.54, -1.06, -0.36)
H (-2.43, -1.70, -1.01)
H (-2.65, -0.33, -1.77)
O (-2.07, -0.83, -1.19)
H (2.29, 2.49, 1.99)
H (0.92, 2.66, 1.55)
O (1.68, 2.10, 1.36)
H (2.34, -3.07, -0.56)
H (1.26, -3.35, -1.64)
O (1.65, -2.66, -1.09)

Calculated values
Charge: +1
LUMO level: -4.36 eV
HOMO: -13.50 eV
ΔE to the lowest compared entry with this formula, charge and spin: 1.644 eV

Here are the Löwdin charges for atoms 1 to 8, given in e: atom 1 (C): -0.015, atom 2 (C): -0.384, atom 3 (C): 0.083, atom 4 (C): 0.161, atom 5 (N): 0.083, atom 6 (H): 0.087, atom 7 (H): 0.097, atom 8 (H): 0.096

---

No. 5
Entry from the OMol25 dataset: a gas-phase ion, C14H23BrNO2 (charge +1) (ωB97M-V/def2-TZVPD).

Element x y z (Å)
C (2.09, 4.92, -0.99)
C (1.44, 3.58, -1.05)
C (0.55, 3.26, -2.08)
C (-0.07, 2.03, -2.13)
C (0.17, 1.09, -1.15)
C (1.06, 1.40, -0.13)
C (1.68, 2.63, -0.07)
H (2.36, 2.85, 0.74)
Br (1.40, 0.07, 1.19)
O (-0.46, -0.15, -1.16)
C (0.04, -1.08, -2.12)
C (-1.11, -1.96, -2.64)
H (-1.83, -1.35, -3.18)
O (-1.88, -2.58, -1.63)
C (-1.26, -3.56, -0.83)
H (-0.42, -4.04, -1.34)
H (-2.03, -4.31, -0.64)
C (-0.79, -2.95, 0.52)
N (-1.64, -1.77, 0.81)
H (-1.25, -0.99, 0.23)
H (-2.57, -1.95, 0.42)
C (-1.76, -1.35, 2.23)
C (-2.69, -2.30, 2.97)
H (-2.77, -1.99, 4.01)
H (-3.69, -2.27, 2.54)
H (-2.32, -3.32, 2.96)
C (-2.28, 0.08, 2.26)
H (-3.28, 0.14, 1.81)
H (-1.62, 0.75, 1.72)
H (-2.35, 0.43, 3.28)
H (-0.76, -1.38, 2.67)
H (-0.91, -3.69, 1.31)
H (0.25, -2.63, 0.50)
H (-0.68, -2.71, -3.32)
H (0.82, -1.69, -1.65)
H (0.48, -0.56, -2.97)
H (-0.76, 1.80, -2.93)
H (0.35, 3.99, -2.85)
H (1.38, 5.67, -0.64)
H (2.94, 4.92, -0.32)
H (2.43, 5.23, -1.98)

Calculated values
Charge: +1
LUMO level: -2.11 eV
HOMO: -11.90 eV
ΔE to the lowest compared entry with this formula, charge and spin: 0.028 eV
SMILES: Cc1ccc(OCCOCC[NH2+]C(C)C)c(Br)c1

Here are the Löwdin charges for atoms 1 to 8, given in e: atom 1 (C): -0.036, atom 2 (C): -0.261, atom 3 (C): -0.018, atom 4 (C): 0.009, atom 5 (C): -0.323, atom 6 (C): -0.552, atom 7 (C): -0.067, atom 8 (H): 0.116

---

No. 6
Entry from the OMol25 dataset: a molecular structure, C46H39P2Sc (ωB97M-V/def2-TZVPD).

Element x y z (Å)
C (-1.73, 2.37, 1.85)
C (-0.37, 2.03, 2.05)
C (0.61, 3.05, 1.86)
C (0.17, 4.37, 1.66)
C (-1.16, 4.70, 1.46)
C (-2.12, 3.66, 1.50)
P (0.26, 0.28, 2.11)
C (1.79, 0.46, 3.13)
C (3.08, 0.18, 2.64)
C (4.22, 0.49, 3.38)
C (4.13, 1.00, 4.67)
C (2.85, 1.17, 5.23)
C (1.70, 0.86, 4.48)
Sc (-0.28, -0.95, 0.00)
P (-0.71, 0.41, -2.17)
C (-0.10, 2.10, -2.47)
C (-0.87, 3.23, -2.81)
C (-0.32, 4.51, -2.72)
C (1.02, 4.68, -2.35)
C (1.81, 3.56, -2.03)
C (1.23, 2.29, -2.04)
C (-0.14, -0.70, -3.44)
C (-0.41, -2.05, -3.13)
C (0.38, -3.03, -3.78)
C (1.25, -2.68, -4.80)
C (1.40, -1.34, -5.18)
C (0.74, -0.32, -4.47)
C (-2.53, 0.17, -2.38)
C (-3.24, -0.42, -1.33)
C (-4.64, -0.31, -1.31)
C (-5.32, 0.30, -2.36)
C (-4.59, 0.87, -3.41)
C (-3.19, 0.81, -3.45)
C (-0.94, -0.56, 3.27)
C (-1.76, 0.23, 4.12)
C (-2.93, -0.32, 4.65)
C (-3.22, -1.68, 4.47)
C (-2.29, -2.49, 3.83)
C (-1.14, -1.95, 3.23)
H (-1.20, -2.28, -2.40)
H (0.27, -4.08, -3.50)
H (1.83, -3.45, -5.32)
H (2.05, -1.08, -6.01)
H (0.87, 0.74, -4.69)
H (-1.88, 3.06, -3.16)
H (-0.91, 5.39, -2.98)
H (1.47, 5.68, -2.28)
H (2.86, 3.69, -1.75)
H (1.79, 1.39, -1.73)
H (-2.70, -0.83, -0.45)
H (-5.17, -0.60, -0.41)
H (-6.40, 0.46, -2.31)
H (-5.09, 1.45, -4.17)
H (-2.56, 1.22, -4.25)
H (-1.50, 1.28, 4.29)
H (-3.61, 0.31, 5.23)
H (-4.14, -2.08, 4.88)
H (-2.50, -3.56, 3.83)
H (-0.39, -2.55, 2.70)
H (3.16, -0.31, 1.66)
H (5.20, 0.35, 2.95)
H (5.02, 1.27, 5.24)
H (2.75, 1.55, 6.25)
H (0.71, 0.90, 4.96)
H (1.68, 2.86, 1.86)
H (0.86, 5.21, 1.70)
H (-1.34, 5.78, 1.30)
H (-3.18, 3.79, 1.37)
H (-2.54, 1.62, 1.86)
H (-1.52, 1.19, -0.58)
H (-1.42, 0.68, 0.14)
C (1.15, -5.61, 0.00)
C (0.07, -4.74, 0.19)
C (0.22, -3.35, 0.07)
C (1.48, -2.81, -0.28)
C (1.64, -1.40, -0.47)
C (2.81, -0.93, -1.00)
C (3.88, -1.78, -1.27)
C (3.78, -3.12, -0.97)
C (2.59, -3.71, -0.50)
C (2.40, -5.09, -0.32)
H (1.03, -6.68, 0.11)
H (-0.91, -5.16, 0.43)
H (-0.80, -2.87, 0.25)
H (2.93, 0.16, -1.17)
H (4.83, -1.36, -1.68)
H (4.60, -3.79, -1.10)
H (3.24, -5.76, -0.47)

Calculated values
Charge: +2
LUMO level: -6.26 eV
HOMO: -13.60 eV
ΔE to the lowest compared entry with this formula, charge and spin: 2.430 eV

Here are the Löwdin charges for atoms 1 to 8, given in e: atom 1 (C): -0.154, atom 2 (C): -0.355, atom 3 (C): -0.058, atom 4 (C): -0.081, atom 5 (C): -0.054, atom 6 (C): -0.049, atom 7 (P): 1.071, atom 8 (C): -0.353

---

Let's list HOMO-LUMO gap in order: 7.68 5.76 8.13 9.14 9.79 7.34 eV.